Entry from the Open Molecules 2025 dataset: C42H60BIN3O29PS as an isolated structure (ωB97M-V with the def2-TZVPD basis set).

XYZ file:
```
138
Properties=species:S:1:pos:R:3:forces:R:3
N 0.863 -3.432 -1.541 -1.8 0.6 -0.7
B 0.127 -2.633 -2.554 -0.2 0.1 1.0
O 0.172 -2.902 -3.943 0.8 0.6 1.2
C -0.717 -1.357 -1.956 -1.1 1.5 0.2
C 0.172 -0.219 -1.412 -2.7 1.2 0.9
C -0.381 0.987 -0.819 -0.9 -1.8 -1.1
P 0.851 2.271 -0.175 0.7 -0.5 -0.8
O 0.819 3.626 -1.195 -0.7 -0.8 1.2
I -0.060 2.928 2.054 -0.2 0.2 -0.5
C -1.880 1.080 -0.756 -0.6 -0.6 -0.2
N -2.601 2.118 -0.202 -0.4 -2.9 -1.6
S -4.190 1.671 -0.399 0.6 -0.4 -0.4
N -4.140 0.196 -1.194 3.4 1.5 1.0
C -2.782 -0.032 -1.312 0.7 -0.4 -0.3
C -2.156 -1.270 -1.934 2.3 1.6 0.8
H 0.456 -4.382 -1.536 0.9 0.2 -0.2
H 0.644 -3.055 -0.608 0.2 -0.3 -0.5
H 1.124 -2.878 -4.167 -0.7 -0.6 0.0
H 1.279 -0.301 -1.469 -1.1 -0.1 0.1
H 1.742 3.714 -1.493 -0.4 -0.2 0.1
H -2.772 -2.091 -2.362 0.4 0.9 0.5
C 4.396 0.525 -6.273 0.3 0.4 0.2
C 3.575 0.138 -5.068 0.6 -0.2 -0.9
C 2.134 -0.146 -5.379 -0.2 -0.4 -0.2
O 1.487 0.194 -4.149 0.3 0.4 0.4
C 2.267 1.122 -3.538 0.0 0.2 0.0
O 1.937 1.766 -2.586 0.5 -0.3 -0.8
O 3.473 1.231 -4.150 -0.6 0.0 0.5
H 4.373 -0.251 -7.040 0.0 0.0 0.1
H 4.027 1.461 -6.700 -0.1 -0.3 0.0
H 5.436 0.695 -5.983 0.0 -0.2 0.0
H 4.045 -0.701 -4.543 -0.1 0.0 0.1
H 1.960 -1.191 -5.633 -0.2 0.1 0.2
H 1.726 0.486 -6.172 0.2 0.0 0.0
C -3.983 -6.056 -2.655 0.2 0.2 -0.4
C -3.042 -7.113 -2.126 -0.9 0.5 -0.4
C -3.044 -7.236 -0.631 -0.4 -0.1 0.5
O -1.725 -7.706 -0.358 0.4 0.1 -0.5
C -0.935 -7.267 -1.377 0.4 -0.1 0.3
O 0.256 -7.316 -1.378 -0.2 0.1 0.0
O -1.679 -6.763 -2.393 0.3 -0.3 0.4
H -5.010 -6.249 -2.340 0.1 -0.1 0.0
H -3.686 -5.061 -2.313 0.0 -0.1 0.2
H -3.953 -6.034 -3.746 -0.1 -0.1 0.1
H -3.247 -8.074 -2.608 0.1 0.0 0.1
H -3.792 -7.945 -0.275 0.2 -0.1 0.1
H -3.184 -6.281 -0.116 0.0 0.0 -0.1
C 1.557 5.557 -4.430 -0.3 -0.4 0.1
C 2.788 5.020 -5.125 -0.7 0.5 0.9
C 3.408 5.993 -6.083 0.3 0.6 0.1
O 4.031 5.136 -7.033 -0.2 -0.8 -0.1
C 3.327 3.966 -7.025 -0.1 -0.1 -0.1
O 3.453 3.095 -7.829 0.0 0.4 0.1
O 2.456 3.924 -5.977 0.6 -0.1 -0.8
H 1.781 6.474 -3.881 0.1 -0.1 0.0
H 0.758 5.758 -5.147 0.2 0.1 -0.1
H 1.166 4.818 -3.727 0.0 0.1 0.0
H 3.515 4.666 -4.386 0.1 0.0 -0.1
H 4.145 6.635 -5.601 0.1 -0.1 -0.2
H 2.677 6.618 -6.604 -0.1 -0.1 0.1
C 9.058 4.946 -5.281 0.3 0.3 0.1
C 8.233 4.497 -4.097 0.6 0.1 -0.8
C 6.803 4.187 -4.435 -0.3 -0.5 -0.3
O 6.129 4.456 -3.209 0.2 0.4 0.2
C 6.876 5.387 -2.547 0.0 0.3 0.4
O 6.512 5.977 -1.581 0.0 -0.2 -0.3
O 8.091 5.552 -3.142 -0.6 -0.2 0.3
H 9.059 4.193 -6.070 0.0 0.0 0.1
H 8.680 5.887 -5.687 -0.1 -0.1 0.0
H 10.090 5.131 -4.975 0.0 -0.1 0.0
H 8.720 3.652 -3.599 -0.1 0.0 0.0
H 6.664 3.147 -4.730 -0.1 0.1 0.1
H 6.387 4.837 -5.211 0.2 0.0 0.0
C -3.367 -0.864 4.279 -0.4 -0.3 -0.2
C -2.183 -1.494 3.586 -0.6 0.5 0.7
C -1.538 -0.609 2.561 0.3 0.7 0.2
O -0.984 -1.544 1.650 0.0 -0.4 -0.2
C -1.734 -2.664 1.729 -0.2 -0.1 0.1
O -1.655 -3.563 0.957 0.0 -0.4 -0.2
O -2.585 -2.618 2.792 0.6 -0.1 -0.6
H -3.086 0.065 4.774 0.0 -0.3 -0.3
H -4.176 -0.661 3.571 0.2 0.0 -0.1
H -3.774 -1.547 5.028 0.1 0.1 0.1
H -1.457 -1.845 4.326 0.0 0.0 -0.1
H -0.755 0.019 2.986 0.0 -0.1 -0.2
H -2.247 0.024 2.019 -0.1 0.0 0.1
C -3.094 2.890 9.451 0.0 -0.2 0.4
C -2.398 1.894 8.552 -0.2 0.9 0.5
C -2.916 1.883 7.142 0.1 0.4 -0.4
O -2.655 0.539 6.731 0.1 -0.1 0.9
C -2.657 -0.224 7.859 0.0 -0.3 0.1
O -2.661 -1.416 7.865 -0.1 0.2 0.0
O -2.658 0.551 8.976 0.0 -0.4 -0.6
H -3.008 3.904 9.058 0.1 -0.1 0.0
H -4.151 2.642 9.568 0.0 0.0 -0.2
H -2.656 2.868 10.451 0.0 0.1 -0.1
H -1.316 2.054 8.580 0.0 -0.1 -0.1
H -2.391 2.592 6.501 0.0 -0.2 -0.1
H -3.992 2.067 7.069 0.0 0.0 0.2
C 3.291 6.127 2.760 -0.1 -0.5 0.1
C 2.135 6.961 3.264 0.7 -0.4 -0.6
C 2.550 8.270 3.874 0.1 0.5 -0.2
O 1.505 8.515 4.813 -0.1 -0.4 0.1
C 1.003 7.300 5.171 -0.3 -0.2 0.3
O 0.249 7.123 6.075 0.2 0.1 -0.2
O 1.479 6.316 4.360 -0.3 0.5 0.3
H 3.875 6.671 2.015 -0.1 0.0 0.0
H 3.949 5.832 3.581 0.0 0.2 0.0
H 2.923 5.204 2.308 0.0 0.1 -0.1
H 1.399 7.105 2.467 0.0 0.1 0.1
H 2.605 9.073 3.138 -0.1 0.0 0.2
H 3.500 8.218 4.415 0.0 -0.1 -0.1
C -4.592 -4.224 9.342 -0.1 -0.5 0.0
C -5.754 -3.408 9.860 0.7 -0.5 -0.6
C -5.345 -2.114 10.499 0.2 0.6 -0.2
O -6.394 -1.890 11.441 -0.2 -0.4 0.1
C -6.894 -3.114 11.771 -0.3 -0.1 0.3
O -7.649 -3.313 12.669 0.2 0.1 -0.2
O -6.413 -4.079 10.938 -0.3 0.5 0.3
H -4.006 -3.661 8.613 -0.1 0.1 0.1
H -3.936 -4.537 10.158 0.0 0.2 0.0
H -4.954 -5.138 8.867 0.0 0.1 0.0
H -6.487 -3.246 9.063 0.0 0.1 0.1
H -5.291 -1.296 9.780 -0.1 0.0 0.2
H -4.398 -2.175 11.041 0.0 -0.1 -0.1
C -0.176 -6.918 -5.498 -0.1 0.1 0.5
C -1.285 -7.694 -6.170 0.9 0.3 0.4
C -1.378 -7.464 -7.652 0.2 -0.2 -0.4
O -2.764 -7.691 -7.910 -0.2 0.1 0.4
C -3.432 -7.408 -6.758 -0.4 0.0 0.0
O -4.615 -7.309 -6.672 0.3 0.0 0.0
O -2.568 -7.250 -5.718 -0.4 -0.2 -0.5
H 0.796 -7.158 -5.931 -0.1 -0.1 0.0
H -0.345 -5.841 -5.578 0.0 -0.1 -0.1
H -0.148 -7.149 -4.432 0.1 0.0 -0.1
H -1.194 -8.759 -5.936 -0.1 0.0 -0.1
H -0.760 -8.159 -8.220 -0.2 0.0 -0.1
H -1.131 -6.441 -7.951 0.0 0.0 0.2
```
Positions in Å, forces in eV/Å.

Values from the calculation:
LUMO = -0.83 eV
E = -5044.9636 Eh
Highest occupied orbital energy = -8.45 eV

Löwdin atomic charge list, values in e, 5 entries:
1. N 0.1661
2. B -0.5179
3. O 0.0896
4. C -0.0555
5. C -0.0358



Entry from the Open Molecules 2025 dataset: a 8-piece molecular cluster, C42H60IN9O3PS overall (ωB97M-V with the def2-TZVPD basis set).

XYZ file:
```
117
Properties=species:S:1:pos:R:3:forces:R:3
C 6.207 -3.284 1.495 -1.2 0.8 0.3
C 5.614 -2.260 0.420 -1.6 1.6 -2.4
C 4.271 -2.631 -0.256 1.5 3.8 -1.2
C 3.612 -1.643 -1.290 2.6 0.3 1.5
C 4.226 -0.283 -1.692 2.7 -1.6 2.1
C 3.615 0.778 -2.717 1.6 -1.6 0.4
P 1.844 1.381 -2.338 -2.5 0.4 -2.4
C 0.951 -0.208 -3.011 -0.8 -0.7 0.2
C -0.557 0.130 -3.540 0.1 -1.6 0.4
C -1.525 -0.067 -2.277 1.7 2.8 3.0
O -1.283 0.525 -1.182 -1.2 -2.4 -4.4
N -2.712 -0.994 -2.337 -0.4 0.5 1.9
C -3.762 -0.491 -1.410 -2.1 1.4 1.6
C -4.375 0.908 -1.770 -1.3 -1.8 2.7
C -5.489 1.494 -0.871 2.0 -3.5 0.5
C -5.928 0.685 0.383 1.9 -1.4 -1.4
C -5.309 -0.688 0.765 0.9 2.0 -3.4
C -4.212 -1.295 -0.170 -1.6 3.2 -0.6
O 1.789 0.873 -0.664 -0.1 2.4 0.0
C 1.924 2.006 0.262 1.1 -1.0 -0.2
C 3.402 1.771 0.839 -0.1 0.4 0.2
C 3.689 2.419 2.283 1.8 -0.3 -0.2
C 4.157 1.250 3.313 -1.3 0.2 -1.2
I 5.595 1.988 4.800 -0.6 -0.2 -0.4
C 1.775 3.417 -0.573 0.9 -2.5 0.6
C 2.353 4.755 0.097 1.1 -0.3 -0.1
C 1.527 5.296 1.359 -0.2 0.5 0.8
C 2.248 6.549 2.115 -0.5 -0.6 -0.7
C 2.471 7.690 1.006 -1.1 -0.4 0.1
C 3.568 6.131 2.931 -0.4 1.5 0.4
N 0.252 3.626 -0.454 -0.8 4.7 -6.3
C -0.030 4.432 -1.440 -1.2 -2.3 1.6
S -0.591 5.301 -2.760 1.4 -1.9 3.2
O 2.275 3.040 -1.885 0.1 2.0 3.2
C 5.616 0.069 -1.033 -2.0 -3.8 1.0
C 6.276 -0.917 -0.001 -2.7 -0.4 -1.4
H 6.101 -4.374 1.155 0.5 1.8 0.3
H 7.259 -3.018 1.855 -1.4 -0.5 -0.8
H 5.525 -3.190 2.429 1.1 -0.2 -1.3
H 3.717 -3.600 -0.015 1.0 1.5 -0.3
H 2.630 -1.991 -1.743 1.5 0.7 0.6
H 4.343 1.666 -2.863 -1.2 -1.4 0.5
H 3.570 0.260 -3.749 -0.2 0.8 1.6
H 1.904 1.890 -3.716 0.1 -0.1 -0.1
H 0.504 1.933 -2.387 0.2 -0.2 0.8
H 1.519 -0.707 -3.867 -0.7 0.4 1.3
H 0.800 -0.879 -2.091 0.4 0.5 -1.5
H -0.636 1.154 -4.037 0.0 -1.1 1.1
H -0.852 -0.656 -4.326 0.3 1.1 1.1
H -2.394 -1.884 -1.894 -0.1 0.7 -0.8
H -3.970 1.454 -2.711 -0.8 -1.1 2.0
H -5.970 2.507 -1.124 0.9 -1.8 0.5
H -6.755 1.101 1.060 1.5 -0.7 -1.2
H -5.673 -1.225 1.715 0.7 1.0 -1.8
H -3.759 -2.324 0.066 -0.7 1.8 -0.4
H 1.077 1.924 1.023 1.3 0.2 -0.8
H 4.134 2.206 0.060 -1.1 -0.6 1.2
H 3.646 0.641 0.875 -0.8 1.8 -0.1
H 4.621 3.095 2.154 -1.6 -0.8 0.3
H 2.830 3.047 2.691 1.2 -1.0 -0.4
H 3.224 0.881 3.853 1.6 0.2 -0.5
H 4.699 0.409 2.751 -0.9 1.3 1.0
H 2.435 5.569 -0.718 -0.3 -1.3 1.2
H 3.434 4.529 0.430 -1.5 0.4 -0.5
H 0.473 5.690 1.090 1.8 -0.8 0.1
H 1.346 4.467 2.136 0.3 1.1 -1.2
H 1.468 6.939 2.875 1.2 -0.6 -1.2
H 3.409 7.508 0.384 -1.1 0.5 1.0
H 2.408 8.724 1.487 0.6 -1.3 -0.7
H 1.565 7.624 0.287 1.5 0.2 1.0
H 3.270 6.084 4.049 0.7 -0.4 -1.8
H 4.293 7.033 2.867 -0.9 -1.6 0.1
H 4.069 5.172 2.573 -0.7 1.4 0.5
H 6.100 1.050 -1.343 -0.6 -1.5 0.6
H 7.281 -0.626 0.459 -1.6 -0.5 -0.7
C 8.570 -5.156 4.099 0.1 0.1 0.3
C 8.049 -5.739 2.860 -0.1 -0.2 -0.2
N 7.639 -6.198 1.885 0.3 0.1 0.6
H 8.990 -5.920 4.757 -0.1 -0.1 -0.2
H 9.361 -4.429 3.899 -0.1 -0.1 -0.2
H 7.788 -4.638 4.659 0.0 -0.1 -0.2
C -6.107 -3.997 3.684 0.0 -0.3 -0.1
C -6.269 -2.554 3.886 0.0 0.2 0.1
N -6.397 -1.421 4.048 0.0 -0.6 0.0
H -5.093 -4.246 3.365 -0.1 0.2 0.0
H -6.307 -4.556 4.601 0.0 0.3 0.0
H -6.790 -4.374 2.918 0.0 0.2 0.0
C -5.688 -3.111 -3.245 0.2 0.2 0.2
C -6.173 -3.682 -4.504 0.0 0.0 0.0
N -6.559 -4.132 -5.492 0.1 0.1 0.4
H -5.288 -3.882 -2.582 -0.1 -0.1 -0.2
H -4.890 -2.382 -3.414 -0.1 -0.1 -0.2
H -6.485 -2.598 -2.701 0.0 -0.1 -0.2
C -6.489 -7.737 -3.302 0.0 -0.1 -0.3
C -6.392 -7.221 -1.933 0.0 0.1 0.2
N -6.315 -6.816 -0.858 0.0 -0.2 -0.5
H -7.525 -7.947 -3.579 0.1 0.1 0.2
H -6.097 -7.022 -4.029 0.0 0.1 0.2
H -5.925 -8.665 -3.422 0.0 0.1 0.2
C -6.918 2.328 -4.797 -0.3 -0.1 0.0
C -5.494 2.594 -4.584 0.1 0.1 -0.1
N -4.374 2.801 -4.416 -0.5 0.0 -0.2
H -7.342 1.735 -3.983 0.3 0.0 0.0
H -7.495 3.255 -4.859 0.2 0.0 0.0
H -7.089 1.777 -5.725 0.2 0.1 0.1
C 6.519 1.837 8.929 -0.2 0.2 -0.1
C 7.532 0.846 9.304 0.1 -0.1 0.0
N 8.328 0.067 9.598 -0.3 0.3 -0.1
H 6.905 2.856 9.009 0.1 -0.2 0.0
H 6.181 1.697 7.900 0.1 -0.2 0.1
H 5.638 1.773 9.572 0.2 -0.2 0.0
C -10.060 -4.496 -4.399 -0.1 0.0 -0.3
C -9.463 -4.453 -3.062 0.1 0.0 0.0
N -8.988 -4.418 -2.013 -0.2 0.0 -0.5
H -9.371 -4.120 -5.159 0.1 0.0 0.3
H -10.334 -5.515 -4.684 0.1 0.0 0.2
H -10.967 -3.889 -4.453 0.1 0.0 0.2
```
Positions in Å, forces in eV/Å.

Values from the calculation:
LUMO = 1.69 eV
Net charge = -1
E = -3391.6579 Eh
Highest occupied orbital energy = -4.34 eV

Löwdin atomic charge list, values in e, 5 entries:
1. C -0.1275
2. C -0.2476
3. C -0.0366
4. C -0.0188
5. C -0.1969



Entry from the Open Molecules 2025 dataset: C42H60N2O4P2ReSbSi3 as an isolated structure (ωB97M-V with the def2-TZVPD basis set).

XYZ file:
```
115
Properties=species:S:1:pos:R:3:forces:R:3
Re -0.260 0.863 0.456 1.3 -0.2 0.3
C 0.851 -2.321 3.344 0.1 0.0 -0.2
C 0.165 -1.007 3.023 -0.2 -0.2 0.4
C -0.142 -0.191 4.276 0.2 -0.1 0.0
O 0.979 -0.229 2.115 -0.2 0.2 -0.1
C -1.143 -1.265 2.288 -0.3 -0.5 -0.3
O -1.952 -2.089 2.598 0.5 0.3 0.1
O -1.348 -0.440 1.246 -0.8 0.3 0.4
H 1.740 -2.143 3.952 0.0 0.0 0.0
H 1.135 -2.849 2.427 -0.1 0.0 0.1
H 0.173 -2.962 3.905 0.0 0.0 0.0
H 0.753 -0.100 4.895 0.0 0.0 0.0
H -0.910 -0.691 4.863 0.0 0.0 0.0
H -0.497 0.805 4.016 -0.1 0.1 -0.1
H 1.815 0.019 2.534 0.0 0.1 -0.1
N 1.696 -1.838 -0.411 -0.1 -0.1 0.2
P 1.674 -0.179 -0.528 -0.7 0.2 -0.5
C 3.191 0.355 0.298 0.2 -0.1 0.0
C 3.794 1.538 -0.122 0.1 -0.1 -0.1
C 4.953 1.992 0.489 0.0 0.0 0.0
C 5.526 1.264 1.523 0.0 0.0 0.0
C 4.935 0.082 1.947 0.0 0.1 0.0
C 3.771 -0.369 1.341 0.1 0.1 0.1
C 1.948 0.224 -2.259 0.1 -0.1 0.1
C 3.053 -0.318 -2.916 0.1 -0.1 0.1
C 3.299 0.002 -4.237 0.0 0.0 0.0
C 2.444 0.866 -4.911 0.0 0.0 0.0
C 1.343 1.403 -4.263 0.0 0.1 -0.1
C 1.096 1.082 -2.937 -0.2 0.1 0.0
P 0.213 -2.825 -0.606 0.1 0.1 -0.1
C 1.010 -4.447 -0.402 -0.1 0.0 0.1
C 0.166 -5.486 -0.008 0.0 0.1 0.0
C 0.663 -6.767 0.167 0.0 0.0 0.0
C 2.013 -7.017 -0.027 0.0 0.0 0.0
C 2.864 -5.987 -0.403 0.0 -0.1 0.0
C 2.366 -4.709 -0.594 0.0 0.1 0.0
C 0.019 -2.674 -2.409 -0.1 0.1 0.0
C 0.910 -3.227 -3.324 0.2 -0.1 0.1
C 0.718 -3.065 -4.680 0.1 0.0 -0.1
C -0.376 -2.349 -5.144 -0.1 0.1 -0.1
C -1.278 -1.801 -4.248 0.0 0.0 0.1
C -1.084 -1.964 -2.882 0.0 0.0 0.0
H 2.203 -2.164 0.405 0.1 0.0 -0.1
H 3.385 2.079 -0.970 0.0 -0.1 0.0
H 5.425 2.901 0.140 0.0 0.0 0.0
H 6.442 1.606 1.985 0.0 0.0 0.0
H 5.384 -0.496 2.743 0.0 0.0 0.0
H 3.330 -1.291 1.703 0.1 -0.1 -0.1
H 3.715 -0.997 -2.391 0.0 0.0 0.0
H 4.153 -0.422 -4.746 0.0 0.0 0.0
H 2.634 1.113 -5.947 0.0 0.0 0.0
H 0.666 2.060 -4.793 0.0 0.0 0.0
H 0.216 1.481 -2.442 0.1 0.0 0.0
H -0.886 -5.292 0.165 0.0 0.0 0.0
H -0.001 -7.567 0.465 0.0 0.0 0.0
H 2.403 -8.015 0.118 0.0 0.0 0.0
H 3.916 -6.183 -0.555 0.0 0.0 0.0
H 3.035 -3.917 -0.908 0.0 0.0 0.0
H 1.761 -3.796 -2.970 0.0 0.0 0.0
H 1.411 -3.506 -5.383 0.0 0.0 0.0
H -0.532 -2.234 -6.208 0.0 0.0 0.0
H -2.138 -1.262 -4.618 -0.1 0.0 0.0
H -1.797 -1.549 -2.175 0.0 0.0 0.0
O 0.638 2.675 0.284 -1.1 0.4 0.0
N 1.564 3.363 0.914 1.0 0.1 0.3
C 1.757 3.188 2.239 0.0 0.1 -0.4
C 2.700 3.946 2.898 0.0 0.0 0.0
C 3.443 4.880 2.198 0.0 0.0 -0.1
C 3.231 5.031 0.832 -0.1 0.0 0.1
C 2.286 4.260 0.199 -0.3 -0.2 0.3
H 1.127 2.440 2.694 0.0 0.0 0.1
H 2.837 3.796 3.958 0.0 0.0 0.0
H 4.177 5.487 2.705 0.0 0.0 0.0
H 3.797 5.743 0.249 0.0 0.0 0.0
H 2.046 4.297 -0.850 0.0 0.0 -0.1
C -4.603 4.543 1.592 0.2 -0.3 0.0
Si -3.482 3.095 2.012 0.0 0.1 0.3
C -1.947 3.678 2.961 -0.4 0.0 -0.2
C -4.373 1.695 2.916 0.2 0.2 -0.1
Sb -2.617 2.086 -0.198 0.2 -0.2 -0.6
Si -4.414 0.435 -1.020 -0.3 -0.2 0.1
C -6.067 1.270 -0.683 0.2 -0.1 0.0
C -4.229 -1.181 -0.072 -0.1 0.3 -0.3
C -4.115 0.223 -2.863 -0.1 0.0 0.2
Si -2.455 3.927 -1.977 0.1 0.2 -0.2
C -1.073 5.101 -1.431 -0.3 -0.1 -0.1
C -2.022 3.088 -3.615 -0.1 0.1 0.3
C -4.092 4.840 -2.085 0.1 -0.2 0.0
H -5.053 4.938 2.503 0.0 0.0 0.1
H -5.413 4.246 0.926 0.0 0.0 0.0
H -4.048 5.352 1.118 0.0 0.0 0.0
H -2.206 3.948 3.986 0.0 0.0 0.0
H -1.510 4.558 2.486 0.0 0.0 -0.1
H -1.191 2.895 2.994 0.1 -0.1 0.0
H -5.454 1.804 2.831 0.0 0.0 0.0
H -4.126 1.716 3.979 0.0 0.0 0.0
H -4.109 0.706 2.541 0.1 0.0 0.0
H -6.269 1.330 0.386 0.0 0.0 0.0
H -6.875 0.691 -1.133 0.0 -0.1 0.0
H -6.120 2.276 -1.102 0.0 0.0 0.0
H -4.486 -1.083 0.982 0.0 0.1 0.0
H -3.225 -1.595 -0.127 0.1 0.0 0.0
H -4.918 -1.903 -0.515 0.0 0.0 0.0
H -4.564 1.033 -3.439 0.0 0.1 0.0
H -4.567 -0.712 -3.199 0.0 0.0 0.0
H -3.057 0.185 -3.101 0.2 0.0 0.0
H -0.110 4.768 -1.816 0.1 -0.1 0.0
H -1.003 5.199 -0.348 0.0 0.0 0.1
H -1.265 6.095 -1.837 0.0 0.0 -0.1
H -1.494 2.142 -3.488 0.0 0.0 0.0
H -1.384 3.752 -4.203 0.0 0.1 0.0
H -2.916 2.887 -4.204 0.0 0.0 0.0
H -4.188 5.579 -1.291 0.0 0.0 0.0
H -4.955 4.175 -2.033 0.0 0.0 0.0
H -4.147 5.367 -3.039 0.0 0.1 -0.1
```
Positions in Å, forces in eV/Å.

Values from the calculation:
LUMO (alpha / beta) = -5.69 / -5.68 eV
Energy relative to the best compared isomer or geometry (same formula, charge and spin) = 0.0 kJ/mol
Net charge = +2
E = -3916.2093 Eh
Highest occupied orbital energy (alpha / beta) = -12.70 / -12.70 eV

Löwdin atomic charge list, values in e, 5 entries:
1. Re 1.0315
2. C 0.0201
3. C -0.4946
4. C 0.0233
5. O -0.1965